No. 1
{"formula": "C39H40N4PtS2Si", "method": "wB97M-V/def2-TZVPD", "species": ["Pt", "N", "C", "S", "C", "C", "C", "N", "C", "C", "H", "H", "H", "H", "H", "H", "C", "N", "C", "C", "S", "N", "C", "C", "H", "H", "H", "H", "H", "H", "H", "H", "H", "H", "H", "H", "C", "C", "C", "C", "C", "C", "C", "C", "C", "C", "H", "H", "H", "H", "H", "H", "H", "C", "C", "C", "C", "C", "C", "Si", "C", "C", "C", "C", "C", "C", "C", "C", "C", "C", "C", "C", "H", "H", "H", "H", "H", "H", "H", "H", "H", "H", "H", "H", "H", "H", "H"], "coordinates": [[0.348, -0.098, -0.570], [-1.869, -5.213, -4.983], [-0.604, -4.922, -4.524], [0.666, -5.957, -4.617], [-0.539, -3.609, -3.768], [-1.649, -2.943, -3.157], [-1.389, -1.895, -2.255], [-0.160, -1.341, -2.096], [0.895, -1.913, -2.765], [0.741, -3.056, -3.529], [-1.808, -6.044, -5.563], [-2.390, -4.503, -5.494], [-2.683, -3.304, -3.206], [-2.171, -1.421, -1.638], [1.866, -1.447, -2.679], [1.645, -3.466, -4.008], [-1.330, 4.118, -3.146], [-1.518, 4.203, -1.698], [-1.053, 5.457, -0.990], [-1.833, 3.044, -1.012], [-1.502, 1.503, -1.642], [-2.541, 3.236, 0.144], [-2.791, 2.100, 1.038], [-3.558, 4.297, 0.245], [-1.053, 5.106, -3.526], [-2.260, 3.793, -3.582], [-0.589, 3.324, -3.402], [-0.041, 5.656, -1.359], [-1.041, 5.295, 0.076], [-1.685, 6.287, -1.230], [-1.836, 1.622, 1.300], [-3.425, 1.330, 0.592], [-3.281, 2.473, 1.935], [-3.260, 5.185, -0.319], [-3.601, 4.589, 1.324], [-4.550, 3.973, -0.072], [3.587, 3.622, -3.021], [2.763, 2.512, -3.381], [1.979, 1.860, -2.478], [1.879, 2.336, -1.119], [1.051, 1.703, -0.144], [0.920, 2.320, 1.103], [1.712, 3.438, 1.497], [2.608, 3.935, 0.577], [2.725, 3.432, -0.774], [3.617, 4.043, -1.697], [4.163, 4.099, -3.767], [2.744, 2.147, -4.387], [1.413, 0.973, -2.806], [0.299, 1.854, 1.842], [1.578, 3.828, 2.515], [3.206, 4.783, 0.846], [4.342, 4.788, -1.371], [1.570, -5.848, 0.581], [2.110, -5.224, 1.715], [1.836, -3.835, 1.965], [0.950, -3.119, 1.157], [0.256, -3.852, 0.175], [0.625, -5.139, -0.166], [0.443, -1.320, 1.371], [1.437, -0.591, 2.811], [0.895, -0.233, 4.053], [1.692, 0.207, 5.133], [3.069, 0.240, 5.001], [3.636, -0.137, 3.773], [2.796, -0.584, 2.723], [-1.256, -1.694, 2.149], [-2.454, -1.322, 1.552], [-3.671, -1.631, 2.142], [-3.679, -2.331, 3.329], [-2.511, -2.803, 3.860], [-1.249, -2.432, 3.326], [1.839, -6.865, 0.288], [2.713, -5.713, 2.461], [2.345, -3.333, 2.753], [-0.572, -3.352, -0.305], [0.196, -5.627, -1.050], [-0.192, -0.206, 4.172], [1.206, 0.547, 6.042], [3.705, 0.543, 5.801], [4.683, 0.044, 3.577], [3.270, -0.753, 1.759], [-2.369, -0.776, 0.619], [-4.584, -1.295, 1.632], [-4.610, -2.460, 3.828], [-2.538, -3.511, 4.668], [-0.321, -2.727, 3.844]], "lowdin_spin": [0.575, 0.164, 0.344, 0.924, 0.133, 0.080, 0.038, 0.162, 0.069, 0.072, 0.011, 0.011, 0.005, 0.000, 0.007, 0.011, 0.007, 0.018, 0.003, 0.050, 0.227, 0.029, 0.004, 0.003, 0.000, 0.002, 0.003, 0.001, 0.000, 0.000, 0.000, 0.002, 0.000, 0.000, 0.000, 0.001, 0.031, 0.033, 0.055, 0.025, 0.234, 0.164, 0.028, 0.203, 0.005, 0.061, 0.000, 0.001, 0.003, 0.006, -0.002, 0.009, 0.002, 0.011, 0.001, 0.011, 0.034, 0.011, 0.000, 0.087, 0.011, 0.003, 0.001, 0.003, 0.000, 0.004, 0.004, 0.000, 0.000, 0.000, 0.000, 0.001, 0.001, 0.000, 0.000, 0.001, 0.000, 0.000, 0.000, 0.000, 0.000, 0.001, -0.001, 0.000, 0.000, 0.000, 0.000], "mol_weight_da": 852.08, "spin_multiplicity": 5, "orbital_gap_ev": [5.300, 4.498], "charge": 2, "max_force_ha_per_bohr": 0.1173, "e_homo_ev": [-11.351, -12.934], "lumo_energy_ev": [-6.05, -8.44]}

No. 2
{"formula": "C24H45Cl3N3O4SiTl", "method": "wB97M-V/def2-TZVPD", "species": ["C", "C", "H", "H", "H", "C", "C", "H", "H", "H", "H", "Tl", "Cl", "Cl", "H", "H", "C", "C", "N", "H", "C", "O", "H", "H", "H", "H", "H", "H", "C", "C", "N", "H", "C", "O", "H", "H", "H", "H", "O", "C", "C", "C", "H", "C", "H", "C", "H", "C", "C", "H", "H", "H", "Si", "Cl", "C", "C", "C", "H", "H", "H", "H", "H", "H", "H", "H", "H", "C", "N", "C", "C", "C", "O", "H", "H", "H", "H", "H", "H", "H", "H", "H"], "coordinates": [[-1.752, -2.188, -4.476], [-1.189, -2.945, -3.286], [-2.070, -2.875, -5.258], [-0.992, -1.502, -4.864], [-2.607, -1.580, -4.169], [-0.847, -4.276, -3.342], [-0.637, -4.995, -4.630], [-0.638, -4.821, -2.414], [-0.236, -4.344, -5.435], [-1.575, -5.464, -4.976], [0.101, -5.791, -4.447], [0.064, 2.313, 0.052], [-2.348, 1.364, -0.174], [2.312, 3.259, -0.500], [1.293, 5.147, 3.225], [-1.185, 6.817, 2.280], [1.184, 4.970, 2.143], [-0.837, 6.268, 1.388], [-0.235, 4.978, 1.742], [1.668, 4.026, 1.855], [-1.008, 3.914, 2.035], [-0.507, 2.816, 2.398], [-1.701, 6.096, 0.728], [-2.107, 4.008, 1.861], [1.665, 5.799, 1.620], [-0.082, 6.878, 0.877], [2.199, -1.193, -3.435], [1.886, -3.513, -2.646], [2.954, -0.954, -2.677], [2.830, -3.358, -2.103], [2.906, -1.974, -1.646], [2.745, 0.015, -2.216], [3.343, -1.650, -0.388], [3.519, -0.512, 0.025], [2.871, -4.035, -1.240], [3.513, -2.542, 0.253], [3.952, -0.940, -3.142], [3.672, -3.587, -2.774], [-0.030, -1.861, -2.698], [-1.139, -2.166, -1.966], [0.251, -3.150, -0.033], [-0.977, -2.879, -0.646], [1.136, -2.642, -0.423], [0.335, -4.066, 1.019], [-1.881, -1.357, -1.928], [-2.148, -3.340, -0.021], [1.324, -4.343, 1.416], [-0.841, -4.631, 1.533], [-2.093, -4.229, 1.054], [-3.118, -3.013, -0.398], [-0.776, -5.365, 2.342], [-3.014, -4.618, 1.516], [-0.433, 3.031, -3.605], [0.032, 1.218, -2.270], [1.304, 3.589, -3.978], [-1.605, 4.056, -2.583], [-1.190, 2.649, -5.282], [2.010, 3.425, -3.152], [1.214, 4.666, -4.167], [1.613, 3.049, -4.896], [-0.415, 2.242, -5.953], [-1.532, 3.605, -5.706], [-2.073, 1.995, -5.251], [-2.226, 3.404, -1.939], [-2.293, 4.640, -3.226], [-0.983, 4.708, -1.946], [-0.142, 0.031, 4.914], [-0.570, -0.199, 3.542], [-1.962, 0.030, 3.191], [0.295, -0.491, 2.529], [1.673, -0.971, 2.853], [-0.048, -0.378, 1.329], [-0.974, 0.430, 5.497], [0.682, 0.750, 4.954], [0.198, -0.894, 5.388], [-2.044, 0.728, 2.333], [-2.452, -0.928, 2.908], [-2.497, 0.449, 4.058], [1.712, -2.060, 2.724], [2.374, -0.523, 2.148], [1.983, -0.741, 3.872]], "mulliken_charge": [-1.777, 1.076, 0.436, 0.329, 0.332, -0.309, -1.653, 0.479, 0.378, 0.396, 0.405, 0.684, -0.513, -0.512, 0.285, 0.318, -0.754, -0.934, 0.426, 0.169, -0.116, -0.667, 0.338, 0.440, 0.283, 0.277, 0.262, 0.106, -0.877, -0.692, 0.372, 0.134, 0.213, -0.591, 0.262, 0.297, 0.312, 0.377, -0.184, -0.174, 0.974, -0.803, 0.465, -0.654, 0.416, -0.524, 0.403, -0.653, -0.678, 0.442, 0.337, 0.389, 0.484, -0.187, -0.913, -0.919, -1.054, 0.229, 0.354, 0.260, 0.267, 0.359, 0.318, 0.295, 0.486, 0.145, -1.068, 0.385, -0.609, 0.190, -0.840, -0.244, 0.311, 0.330, 0.352, 0.099, 0.189, 0.312, 0.075, 0.096, 0.552], "de_lowest_kj_mol": 313.83, "mol_weight_da": 778.47, "spin_multiplicity": 1, "orbital_gap_ev": [6.788, 6.448], "max_force_ha_per_bohr": 0.0594, "e_homo_ev": [-7.743, -6.689], "lumo_energy_ev": [-0.95, -0.24]}

No. 3
{"formula": "C6H9NO", "method": "wB97M-V/def2-TZVPD", "species": ["C", "C", "N", "O", "C", "C", "C", "C", "H", "H", "H", "H", "H", "H", "H", "H", "H"], "coordinates": [[2.551, -0.343, -0.157], [1.113, -0.705, -0.069], [0.723, -1.951, 0.040], [-0.626, -1.951, 0.157], [-1.076, -0.681, 0.123], [-2.526, -0.428, 0.288], [-0.010, 0.168, -0.042], [-0.047, 1.649, -0.161], [2.758, 0.533, 0.466], [3.156, -1.193, 0.189], [2.826, -0.103, -1.180], [-2.675, 0.421, 0.945], [-3.015, -1.314, 0.698], [-2.983, -0.182, -0.688], [-0.600, 2.071, 0.647], [-0.547, 1.954, -1.075], [0.978, 2.054, -0.182]], "nbo_charge": [-0.646, 0.151, -0.143, -0.273, 0.323, -0.665, -0.160, -0.630, 0.219, 0.240, 0.226, 0.228, 0.241, 0.230, 0.218, 0.220, 0.221], "de_lowest_kj_mol": 106.77, "mol_weight_da": 111.14, "spin_multiplicity": 1, "orbital_gap_ev": 9.922, "max_force_ha_per_bohr": 0.0236, "e_homo_ev": -9.007, "lumo_energy_ev": 0.92, "smiles": "Cc1noc(C)c1C"}

No. 4
{"formula": "C7H14O", "method": "wB97M-V/def2-TZVPD", "species": ["C", "C", "C", "C", "H", "H", "H", "H", "H", "H", "H", "H", "C", "C", "C", "O", "H", "H", "H", "H", "H", "H"], "coordinates": [[-1.739, -0.031, 2.105], [-0.919, -0.685, 1.034], [-1.427, -1.588, 0.138], [-0.708, -2.370, -0.862], [-1.334, 0.019, 3.121], [-2.059, 1.052, 1.948], [-2.746, -0.484, 2.239], [0.153, -0.496, 1.008], [-2.487, -1.855, 0.284], [0.179, -1.917, -1.276], [-1.372, -2.512, -1.737], [-0.463, -3.397, -0.541], [2.844, 0.728, -1.461], [1.600, 0.743, -0.977], [1.016, 1.875, -0.191], [-0.267, 2.301, -0.718], [3.201, -0.065, -2.123], [3.585, 1.512, -1.154], [0.927, -0.010, -1.404], [0.978, 1.661, 0.888], [1.711, 2.701, -0.298], [-0.674, 2.817, -0.023]], "nbo_charge": [-0.655, -0.194, -0.173, -0.650, 0.218, 0.209, 0.215, 0.193, 0.187, 0.212, 0.216, 0.222, -0.378, -0.211, -0.108, -0.713, 0.204, 0.189, 0.206, 0.174, 0.169, 0.468], "de_lowest_kj_mol": 233.49, "mol_weight_da": 114.19, "spin_multiplicity": 1, "orbital_gap_ev": 9.840, "max_force_ha_per_bohr": 0.0651, "e_homo_ev": -8.929, "lumo_energy_ev": 0.91, "smiles": "C/C=C/C.C=CCO"}

No. 5
{"formula": "C23H25ClN2O2", "method": "wB97M-V/def2-TZVPD", "species": ["C", "C", "C", "C", "N", "C", "C", "C", "C", "C", "C", "Cl", "C", "C", "C", "C", "O", "O", "C", "C", "N", "C", "C", "C", "C", "C", "C", "C", "H", "H", "H", "H", "H", "H", "H", "H", "H", "H", "H", "H", "H", "H", "H", "H", "H", "H", "H", "H", "H", "H", "H", "H", "H"], "coordinates": [[-0.184, -2.907, -0.657], [0.527, -1.953, 0.238], [1.788, -1.429, 0.160], [2.771, -1.557, -0.959], [2.760, -0.329, -1.742], [1.616, -0.154, -2.609], [1.408, 1.336, -2.935], [0.786, 2.056, -1.774], [1.428, 2.074, -0.541], [0.833, 2.653, 0.564], [-0.409, 3.251, 0.428], [-1.176, 3.959, 1.812], [-1.048, 3.286, -0.799], [-0.451, 2.677, -1.890], [1.962, -0.591, 1.309], [3.194, 0.103, 1.631], [4.277, -0.102, 1.130], [3.072, 1.050, 2.597], [0.780, -0.641, 2.035], [0.393, 0.032, 3.303], [-0.066, -1.482, 1.388], [-1.407, -1.814, 1.785], [-2.464, -1.194, 0.898], [-3.724, -1.776, 0.832], [-4.712, -1.224, 0.039], [-4.446, -0.086, -0.705], [-3.193, 0.497, -0.644], [-2.205, -0.049, 0.158], [0.434, -3.133, -1.521], [-1.129, -2.490, -1.005], [-0.398, -3.843, -0.138], [3.771, -1.666, -0.539], [2.543, -2.449, -1.568], [3.623, -0.229, -2.263], [1.707, -0.722, -3.552], [0.733, -0.524, -2.081], [0.768, 1.427, -3.814], [2.380, 1.777, -3.169], [2.389, 1.594, -0.453], [1.325, 2.633, 1.524], [-2.005, 3.777, -0.894], [-0.960, 2.688, -2.844], [3.944, 1.447, 2.746], [1.220, 0.634, 3.661], [0.137, -0.697, 4.074], [-0.466, 0.684, 3.143], [-1.563, -1.473, 2.813], [-1.524, -2.904, 1.777], [-3.930, -2.669, 1.407], [-5.688, -1.685, -0.003], [-5.215, 0.343, -1.330], [-2.975, 1.381, -1.221], [-1.231, 0.415, 0.195]], "nbo_charge": [-0.655, 0.125, 0.015, -0.258, -0.634, -0.212, -0.421, -0.041, -0.142, -0.257, -0.039, -0.010, -0.249, -0.203, -0.301, 0.797, -0.618, -0.710, 0.248, -0.672, -0.340, -0.226, -0.050, -0.212, -0.203, -0.220, -0.202, -0.177, 0.232, 0.229, 0.216, 0.241, 0.164, 0.363, 0.168, 0.200, 0.208, 0.213, 0.237, 0.236, 0.225, 0.211, 0.500, 0.262, 0.217, 0.228, 0.230, 0.213, 0.207, 0.214, 0.214, 0.216, 0.223], "de_lowest_kj_mol": 0.00, "mol_weight_da": 396.92, "spin_multiplicity": 1, "orbital_gap_ev": 8.769, "max_force_ha_per_bohr": 0.0117, "e_homo_ev": -8.075, "lumo_energy_ev": 0.69, "smiles": "Cc1c(CNCCc2ccc(Cl)cc2)c(C(=O)O)c(C)n1Cc1ccccc1"}

No. 6
{"formula": "C20H18BN3OS5W", "method": "wB97M-V/def2-TZVPD", "species": ["W", "S", "C", "C", "C", "C", "C", "C", "S", "C", "C", "C", "C", "C", "C", "C", "S", "C", "C", "C", "C", "C", "C", "S", "N", "H", "H", "H", "H", "H", "H", "H", "H", "H", "H", "H", "H", "H", "H", "H", "B", "C", "N", "H", "H", "H", "O", "S", "N"], "coordinates": [[-0.880, 0.314, -0.532], [-1.111, -1.405, -2.201], [0.237, -0.975, -3.293], [0.159, -1.313, -4.642], [1.165, -0.971, -5.532], [2.297, -0.295, -5.099], [2.422, 0.021, -3.756], [1.401, -0.311, -2.881], [1.570, 0.015, -1.140], [1.891, 1.791, -0.861], [1.292, 2.140, 0.489], [1.863, 3.128, 1.272], [1.301, 3.410, 2.503], [0.245, 2.650, 2.970], [-0.254, 1.634, 2.171], [-1.240, 0.647, 2.730], [-2.392, -0.056, 1.498], [-2.324, -1.756, 1.943], [-3.404, -2.378, 2.553], [-3.318, -3.728, 2.856], [-2.154, -4.424, 2.547], [-1.083, -3.793, 1.932], [-1.159, -2.440, 1.605], [0.173, -1.591, 0.847], [0.218, 1.453, 0.925], [-0.728, -1.823, -4.996], [1.056, -1.223, -6.579], [3.075, -0.017, -5.797], [3.307, 0.533, -3.395], [1.437, 2.370, -1.662], [2.961, 1.986, -0.833], [2.722, 3.673, 0.905], [1.705, 4.209, 3.112], [-0.178, 2.817, 3.950], [-1.801, 1.092, 3.550], [-0.655, -0.194, 3.107], [-4.298, -1.811, 2.782], [-4.153, -4.235, 3.322], [-2.086, -5.480, 2.775], [-0.190, -4.350, 1.679], [-0.097, 3.096, -4.384], [-0.434, 2.177, -3.148], [-0.603, 1.517, -2.215], [-0.071, 2.394, -5.373], [0.992, 3.590, -4.134], [-0.968, 3.943, -4.434], [-1.536, 3.869, -0.127], [-2.653, 3.032, -0.524], [-2.520, 1.552, -0.589]], "nbo_charge": [0.705, 0.031, -0.165, -0.158, -0.192, -0.208, -0.193, -0.226, 0.508, -0.575, 0.276, -0.233, -0.105, -0.237, 0.272, -0.590, 0.512, -0.172, -0.211, -0.233, -0.178, -0.211, -0.191, -0.104, -0.495, 0.220, 0.220, 0.222, 0.217, 0.292, 0.241, 0.235, 0.231, 0.232, 0.243, 0.277, 0.225, 0.220, 0.219, 0.227, -0.581, 0.486, -0.671, 0.022, 0.008, 0.027, -0.906, 1.493, -1.027], "de_lowest_kj_mol": 42.97, "mol_weight_da": 671.37, "spin_multiplicity": 1, "orbital_gap_ev": [6.448, 6.449], "max_force_ha_per_bohr": 0.0325, "e_homo_ev": [-7.591, -7.592], "lumo_energy_ev": [-1.14, -1.14]}